Formula: C3H2NOP
Source: OMol25
Level of theory: wB97M-V/def2-TZVPD

Positions of all 8 atoms, in Å:
O  2.57645  0.64855  0.02264
C  1.36941  0.30465  -0.08050
N  0.32036  1.16441  0.03649
C  -0.81758  0.55640  0.12557
C  -0.74920  -0.90331  -0.01556
P  0.78371  -1.52638  -0.12717
H  -1.83650  1.15667  0.06394
H  -1.64665  -1.40099  -0.02540

The value obtained for the HOMO-LUMO gap is 0.2874 Eh. The value obtained for the energy above the lowest of the compared OMol25 structures with the same formula, charge and spin is 0.000 eV. Its calculated total energy is -15967.4585 eV.

---

Formula: C31H43As2I2NRuS3SeSi2
Source: OMol25
Level of theory: wB97M-V/def2-TZVPD

Positions of all 86 atoms, in Å:
Ru  0.37915  -0.07438  -0.38983
C  3.29440  -1.84136  1.22469
C  2.27978  -2.68217  1.98820
S  0.52492  -2.18149  1.79055
C  0.18837  -1.51456  3.47958
C  -0.47486  -0.14390  3.56054
S  -0.11501  1.02583  2.20201
C  1.53364  1.65062  2.64452
C  2.68617  0.66674  2.55307
S  2.85424  -0.10311  0.89597
H  3.44385  -2.23692  0.21798
H  4.25276  -1.84605  1.74339
H  2.48659  -2.68882  3.05865
H  2.33346  -3.71125  1.63062
H  1.14465  -1.50512  3.99588
H  -0.45199  -2.25483  3.95871
H  -0.17668  0.35179  4.48527
H  -1.56131  -0.23392  3.54781
H  1.46474  2.04822  3.65796
H  1.69134  2.48786  1.95975
H  2.59921  -0.12475  3.29118
H  3.61335  1.21228  2.72940
I  -1.96974  0.95992  -1.57062
I  -4.60172  3.75609  -1.27226
C  2.29867  3.47005  -5.39919
C  2.91217  2.40916  -4.75316
C  2.58459  2.12713  -3.44024
C  1.65539  2.91235  -2.76349
C  1.02337  3.96118  -3.41955
C  1.35411  4.23528  -4.73678
As  1.37829  2.48521  -0.87891
C  0.63566  4.13491  -0.16767
C  -0.67084  4.58473  -0.25201
C  -1.01270  5.80649  0.30898
C  -0.05332  6.57236  0.95129
C  1.25430  6.12981  1.04802
C  1.60852  4.90311  0.49872
C  2.95331  4.32389  0.51335
C  4.06562  4.87353  1.14072
C  5.29553  4.24503  1.04551
C  5.43621  3.08149  0.30592
C  4.33269  2.50837  -0.30845
C  3.09253  3.11537  -0.19430
H  2.55390  3.69968  -6.42220
H  3.64251  1.80807  -5.27301
H  3.06433  1.29337  -2.93094
H  0.28459  4.56586  -2.90512
H  0.87164  5.05594  -5.24419
H  -1.42149  3.98682  -0.75691
H  -2.03005  6.16024  0.24923
H  -0.32031  7.52299  1.38688
H  1.99486  6.74386  1.54066
H  3.97626  5.79210  1.70167
H  6.15429  4.67207  1.54241
H  6.40395  2.61231  0.21399
H  4.44612  1.58989  -0.87384
C  -3.14877  -4.12354  -3.29264
Si  -2.88487  -2.23403  -3.38740
C  -1.64462  -1.87001  -4.78863
C  -4.52712  -1.28227  -3.63262
As  -1.90208  -1.59521  -1.21003
Si  -3.82911  -1.79471  0.32318
C  -2.90065  -2.31509  1.90897
C  -4.98656  -3.23814  -0.14904
C  -4.75878  -0.14222  0.53573
H  -3.65947  -4.45884  -4.18917
H  -3.74715  -4.42989  -2.44133
H  -2.19969  -4.65031  -3.24164
H  -2.10587  -2.10996  -5.74231
H  -0.74802  -2.47943  -4.69394
H  -1.33988  -0.82702  -4.82466
H  -5.00787  -1.62428  -4.54434
H  -4.35973  -0.21289  -3.73270
H  -5.22478  -1.43394  -2.81338
H  -2.52073  -3.32981  1.81255
H  -3.51632  -2.26679  2.80105
H  -2.04419  -1.66102  2.04232
H  -4.43156  -4.16565  -0.25712
H  -5.54918  -3.06938  -1.06039
H  -5.70465  -3.38511  0.65051
H  -4.11541  0.63202  0.94462
H  -5.59761  -0.25150  1.21514
H  -5.14197  0.22283  -0.41387
Se  1.37167  -1.31406  -2.34200
C  3.13054  -1.53784  -2.13719
N  4.26146  -1.73101  -2.02435

The value obtained for the HOMO-LUMO gap (alpha / beta) is 0.2436 / 0.1941 Eh. Its multiplicity is 6. Its calculated total energy is -288398.8499 eV. The total charge is +1.

---

Formula: C32H59AlBrN6O2
Source: OMol25
Level of theory: wB97M-V/def2-TZVPD

Positions of all 101 atoms, in Å:
C  -3.58173  3.87040  0.24856
C  -1.99011  4.17080  0.33648
C  -1.29259  3.84519  -1.06468
C  -0.28611  2.61012  -1.04920
C  -0.87582  1.27595  -0.39492
Al  0.21609  2.27149  -3.03028
Br  2.60687  1.99143  -3.30876
C  -0.88483  0.73633  -3.86804
O  -1.68275  1.15128  -5.04128
C  -2.54840  2.20755  -4.73074
C  -2.47475  3.51236  -5.62298
O  -3.35948  2.08343  -3.80726
H  -3.83506  3.11290  -0.55506
H  -4.10433  4.83979  -0.03550
H  -3.93975  3.58525  1.28001
H  -1.49699  3.70453  1.23819
H  -1.91950  5.30355  0.48510
H  -2.08970  3.64614  -1.84246
H  -0.69576  4.77501  -1.35780
H  0.63977  2.89005  -0.45200
H  -0.73416  1.26152  0.74036
H  -1.94711  1.04531  -0.67121
H  -0.23800  0.41121  -0.79476
H  -0.16737  3.58464  -3.88591
H  -0.21649  -0.10586  -4.24613
H  -1.53573  0.31916  -3.03779
H  -3.52891  3.92264  -5.69230
H  -1.82520  4.32054  -5.17565
H  -2.06561  3.31563  -6.66717
C  0.78671  0.28390  3.68977
C  0.65835  1.62433  4.40179
C  -0.74064  1.86097  4.97601
C  -1.75092  1.85179  3.87247
N  -2.53768  1.84729  3.01207
H  0.11919  0.22052  2.82655
H  1.80446  0.14739  3.32279
H  0.55380  -0.54454  4.36711
H  0.91056  2.42439  3.69983
H  1.38960  1.66738  5.21402
H  -0.78052  2.82607  5.48655
H  -0.99589  1.08356  5.70067
C  4.40405  -2.78170  2.73693
C  5.67758  -1.95473  2.59945
C  5.82213  -0.89764  3.69701
C  4.67323  0.05851  3.63835
N  3.78064  0.80642  3.58888
H  3.50903  -2.16286  2.64237
H  4.35740  -3.53943  1.95232
H  4.37096  -3.29098  3.70520
H  5.68328  -1.47217  1.61757
H  6.54209  -2.62461  2.63374
H  6.75302  -0.34148  3.56522
H  5.84552  -1.36852  4.68298
C  -6.38222  5.77045  5.16383
C  -6.86811  4.81493  4.07847
C  -5.74178  4.33047  3.16392
C  -5.11301  5.49550  2.46861
N  -4.62519  6.40683  1.92892
H  -5.96142  6.68398  4.73698
H  -7.21299  6.06672  5.80916
H  -5.61802  5.29852  5.78835
H  -7.63818  5.31540  3.48401
H  -7.33925  3.94918  4.55123
H  -6.13644  3.64107  2.41510
H  -4.97776  3.80268  3.74088
C  5.61219  -5.29671  -1.77783
C  6.04130  -4.07193  -2.57802
C  6.10863  -2.80050  -1.72918
C  4.76069  -2.49710  -1.15487
N  3.71003  -2.25964  -0.70942
H  4.60354  -5.18075  -1.37402
H  5.60617  -6.18365  -2.41607
H  6.29778  -5.48115  -0.94489
H  5.34254  -3.92706  -3.40673
H  7.02517  -4.26018  -3.01660
H  6.43197  -1.95581  -2.34141
H  6.82525  -2.92121  -0.91252
C  5.61536  -9.90652  -3.47845
C  7.01592  -10.44506  -3.20562
C  7.97425  -9.37296  -2.68156
C  8.11667  -8.27718  -3.69053
N  8.22650  -7.42341  -4.47663
H  5.62345  -9.13972  -4.25652
H  4.96002  -10.70978  -3.82194
H  5.17816  -9.47443  -2.57384
H  7.41486  -10.87960  -4.12696
H  6.94993  -11.25287  -2.47154
H  8.95741  -9.80810  -2.48900
H  7.60198  -8.94941  -1.74544
C  -6.64015  1.43284  -1.38699
C  -8.10587  1.78452  -1.62504
C  -8.56399  3.00448  -0.82121
C  -8.41162  2.73876  0.64334
N  -8.28754  2.53434  1.78463
H  -6.45533  1.16143  -0.34480
H  -6.35036  0.57764  -2.00068
H  -5.98793  2.27157  -1.64471
H  -8.72524  0.91910  -1.36931
H  -8.25550  1.98356  -2.68984
H  -9.61254  3.22511  -1.03434
H  -7.97175  3.88350  -1.08739

The value obtained for the HOMO-LUMO gap is 0.2224 Eh. Its calculated total energy is -123816.9221 eV. The total charge is -1.

---

Formula: C22H39N5O3PSbSe6Ti
Source: OMol25
Level of theory: wB97M-V/def2-TZVPD

Positions of all 78 atoms, in Å:
Ti  -0.03812  -0.26937  0.21965
O  -1.63934  1.04602  0.97052
N  -2.52344  0.49408  1.69353
N  -2.16723  -0.65463  2.09361
O  -0.97706  -1.12963  1.76512
C  -3.07580  -1.50843  2.79212
C  -3.85732  -0.98869  3.81089
C  -4.74069  -1.83437  4.46230
C  -4.82112  -3.17244  4.09625
C  -4.02904  -3.66686  3.07020
C  -3.14346  -2.83357  2.40596
H  -3.78035  0.05968  4.06621
H  -5.36830  -1.44723  5.25461
H  -5.51940  -3.82749  4.60140
H  -4.12275  -4.69394  2.74460
H  -2.55500  -3.19060  1.57021
C  3.24890  -0.51299  -1.09856
Se  1.58320  -1.53270  -1.19783
C  1.13219  -0.30976  -4.90579
C  -0.07740  -0.81082  -4.71423
Se  -0.10652  1.59720  -1.51229
C  0.28239  3.14576  -0.38789
H  3.75921  -0.66674  -0.14972
H  3.02649  0.54530  -1.23633
H  3.88861  -0.86164  -1.90781
H  2.00808  -0.94770  -4.94175
H  1.29605  0.75753  -4.99676
H  -0.25147  -1.87148  -4.58525
H  -0.95571  -0.18090  -4.64460
H  0.50103  3.97859  -1.05524
H  1.14478  2.95680  0.24777
H  -0.58636  3.40132  0.21746
O  1.50691  0.65393  1.30504
P  1.65977  0.43122  2.79651
N  1.62844  -1.13333  3.25174
C  2.57511  -2.09821  2.67865
C  1.69087  -3.31228  2.41160
C  0.65500  -3.29146  3.54691
C  0.68341  -1.85494  4.10846
N  0.46566  1.16941  3.65098
C  0.12511  2.54152  3.20108
C  -0.74130  3.06740  4.33314
C  -0.07647  2.46792  5.56924
C  0.28229  1.05369  5.11289
N  3.12090  1.11786  3.16223
C  4.15038  1.36144  2.12848
C  5.41753  1.59786  2.94276
C  5.22447  0.68227  4.14915
C  3.74393  0.87154  4.47099
H  3.36121  -2.32995  3.40967
H  3.02895  -1.70636  1.76703
H  2.26505  -4.23703  2.36297
H  1.19730  -3.17469  1.44923
H  0.89002  -4.00911  4.33358
H  -0.33506  -3.52683  3.16109
H  1.03986  -1.85111  5.14487
H  -0.29686  -1.39056  4.06877
H  -0.38815  2.50267  2.24558
H  1.03293  3.14920  3.09604
H  -1.75986  2.68734  4.22476
H  -0.78245  4.15559  4.34652
H  -0.72450  2.45369  6.44526
H  0.82532  3.03033  5.82349
H  -0.53504  0.36481  5.33547
H  1.17703  0.67422  5.60991
H  3.87478  2.21196  1.50672
H  4.26331  0.49742  1.47149
H  5.46742  2.63926  3.26986
H  6.31786  1.37857  2.37047
H  5.87068  0.92420  4.99238
H  5.40975  -0.35570  3.86219
H  3.59517  1.72926  5.13578
H  3.30904  -0.00859  4.95232
Se  -3.88589  -2.57045  -4.21086
Sb  -3.75150  -2.69682  -1.84763
Se  -1.39014  -1.62118  -1.37998
Se  -3.97867  -4.76418  -0.57113
Se  -5.42468  -1.85481  -0.27665

The value obtained for the HOMO-LUMO gap (alpha / beta) is 0.2261 / 0.2151 Eh. Its multiplicity is 2. The value obtained for the energy above the lowest of the compared OMol25 structures with the same formula, charge and spin is 0.000 eV. Its calculated total energy is -468063.4604 eV. The total charge is -1.